ORCA calculation (ωB97M-V/def2-TZVPD) on the molecule C24H33N3O3S.

Values from the calculation:
- 2S+1: 1
- Highest occupied orbital energy: -0.2641 hartree
- Max |F|: 0.0207 Eh/bohr
- SMILES: COc1ccc(N2CCN([C@H]3CCCN(S(=O)(=O)c4ccc(C)cc4C)C3)CC2)cc1
- E: -1722.47520 Ha

Each line ends with the Mulliken charge.
Cartesian coordinates (Å):
S: 0.26638 -0.33829 -2.29634  1.587
O: 1.16442 -0.41136 -3.41875  -0.765
O: -3.27369 3.01596 3.60159  -0.466
O: 0.12717 0.94521 -1.66314  -0.702
N: 0.65827 -1.45920 -1.10283  0.369
N: 1.79638 1.48983 1.85252  0.501
N: 3.69829 0.09661 0.52147  0.087
C: 1.21275 -2.69730 -1.60970  -0.940
C: -3.59914 3.08954 4.96477  -0.881
C: 2.37342 2.18197 0.70948  -0.293
C: 3.71305 1.53001 0.33488  -1.309
C: -5.07808 -2.42980 -4.22842  -1.519
C: -2.26193 -0.56520 -0.52102  -1.290
C: -3.60739 -1.49987 -2.42402  -0.962
C: 3.57252 -0.20617 1.93445  -1.140
C: -3.75478 -1.92941 -3.73718  0.920
C: 3.48146 -1.98606 -0.77625  -1.387
C: 0.56614 1.91541 2.33701  -0.101
C: -2.65991 -1.86323 -4.59171  -0.887
C: 2.75720 0.85374 2.71926  -0.902
C: 0.27062 1.97310 3.69883  -1.078
C: 1.39730 -0.91199 0.01635  -1.060
C: -0.98807 2.32847 4.15732  -0.437
C: -1.99435 2.65402 3.26190  0.863
C: 2.70353 -2.59308 -1.94363  -0.538
C: -1.70673 2.61894 1.89782  -0.897
C: -1.32853 -0.95250 -2.82100  0.158
C: -1.45180 -1.37359 -4.13138  -0.550
C: -0.45863 2.26113 1.44351  0.324
C: 2.85240 -0.63589 -0.40473  0.070
C: -2.40149 -1.00793 -1.93879  0.505
H: 2.22682 0.34878 3.52610  0.455
H: 0.63939 -2.96373 -2.50022  0.390
H: 1.02822 1.75577 4.43594  0.411
H: 3.08831 -3.58526 -2.18713  0.479
H: 1.34918 -1.64025 0.83183  0.534
H: -4.45685 -1.54850 -1.75728  0.398
H: 0.88610 -0.00458 0.32385  0.103
H: 2.79892 -0.03606 -1.32032  0.598
H: 2.52535 3.25009 0.93370  0.472
H: 4.58298 -0.25196 2.36227  0.330
H: -1.15697 2.35519 5.22295  0.400
H: -1.78687 0.41109 -0.47940  0.071
H: -0.28567 2.23122 0.37975  0.368
H: 1.69554 2.10601 -0.14304  0.306
H: -2.75490 -2.19199 -5.61574  0.388
H: 4.52022 1.92341 0.96035  0.420
H: -1.62178 -1.25863 0.02194  0.267
H: -5.63794 -2.90295 -3.42549  0.377
H: 3.44315 1.59061 3.16821  0.374
H: 4.52530 -1.83720 -1.05426  0.416
H: -2.48968 2.87675 1.20200  0.465
H: -0.58758 -1.30379 -4.77315  0.587
H: 3.45422 -2.65684 0.08623  0.230
H: 3.12232 -1.19075 2.05057  0.491
H: -5.67017 -1.59542 -4.60502  0.294
H: 3.95297 1.75702 -0.70529  0.510
H: 2.81326 -1.95248 -2.81930  0.344
H: -3.48930 2.11826 5.46021  0.339
H: -4.64379 3.39548 5.00460  0.244
H: -4.94756 -3.14201 -5.03930  0.390
H: 1.04732 -3.46511 -0.84496  0.456
H: -3.23081 -0.51746 -0.03058  0.468
H: -2.98650 3.83220 5.48771  0.347

Atomic forces in eV per Å
-0.3 -0.4 0.0
-0.2 -0.2 0.0
0.2 0.0 -0.3
-0.1 -0.1 0.2
-0.4 0.7 -0.7
0.3 -0.2 -0.1
0.0 0.1 -0.1
0.2 -0.5 -0.5
0.0 0.0 0.2
0.1 0.1 -0.1
-0.1 0.0 0.0
0.0 0.1 0.0
-0.2 0.1 0.2
0.2 0.0 -0.1
0.2 0.1 0.1
0.1 0.0 0.0
-0.1 0.3 -0.3
-0.3 0.0 0.3
0.0 0.0 0.1
0.1 0.0 0.0
0.3 0.0 -0.2
0.1 0.7 0.1
-0.4 0.1 0.1
0.0 0.0 0.0
-0.1 -0.1 0.2
-0.1 0.1 0.2
0.6 0.1 0.0
0.1 0.0 -0.2
0.0 0.0 0.0
0.2 -0.4 0.1
-0.2 0.0 0.1
0.1 0.1 0.0
0.0 -0.2 0.1
0.1 0.0 0.0
0.0 0.0 -0.1
0.0 0.0 0.0
-0.1 0.0 0.1
0.1 -0.1 0.2
0.1 0.0 0.1
0.0 0.0 -0.1
-0.1 -0.1 0.1
-0.1 0.0 0.1
-0.1 0.0 0.1
0.0 0.0 -0.1
0.0 0.1 0.0
0.0 0.0 -0.1
0.0 0.1 -0.1
0.0 0.0 0.1
-0.1 -0.1 0.0
-0.1 -0.1 0.1
0.0 0.0 0.1
-0.1 0.0 -0.1
0.1 0.0 -0.1
0.0 0.0 0.1
0.0 0.0 0.0
-0.1 0.0 0.0
0.0 0.1 0.1
0.1 -0.1 0.0
0.0 0.0 0.0
0.1 0.0 0.1
0.0 -0.1 0.0
-0.1 0.0 -0.1
-0.1 0.0 0.0
0.0 0.0 0.0